Entry 1:
# C41H36BF6NO6

4 unconnected molecules or ions with the total composition C41H36BF6NO6 in a non-equilibrium geometry (ωB97M-V/def2-TZVPD, the OMol25 dataset).

Summary:
gap between HOMO and LUMO = 7.005 eV
SMILES = C#CC1=C(B(O)N(C)C)C(=O)C(C(=O)C(F)(F)C(F)(F)C(F)(F)C(=O)O)=C(CCc2ccccc2)C1=O.c1ccccc1.c1ccccc1.c1ccccc1
E_HOMO = -8.938 eV

Atoms and positions in Å:
1 C -0.113 -5.255 4.180
2 C -0.230 -4.461 3.292
3 C -0.464 -3.417 2.353
4 C -1.043 -3.634 1.154
5 B -1.475 -5.066 0.645
6 O -2.665 -5.161 -0.022
7 N -0.652 -6.241 0.918
8 C 0.306 -6.530 -0.153
9 C -1.421 -7.418 1.329
10 C -1.293 -2.443 0.305
11 O -1.774 -2.545 -0.804
12 C -0.970 -1.094 0.816
13 C -1.402 0.025 -0.092
14 O -2.275 0.774 0.233
15 C -0.622 0.238 -1.420
16 F 0.242 -0.779 -1.588
17 F 0.096 1.378 -1.279
18 C -1.502 0.424 -2.669
19 F -2.282 -0.636 -2.872
20 F -2.298 1.493 -2.438
21 C -0.682 0.743 -3.965
22 F 0.517 0.165 -3.939
23 F -1.373 0.231 -5.023
24 C -0.501 2.253 -4.248
25 O 0.557 2.772 -4.108
26 O -1.595 2.920 -4.660
27 C -0.381 -0.863 1.997
28 C -0.072 0.508 2.509
29 C 1.358 0.727 3.060
30 C 2.254 1.448 2.079
31 C 2.952 2.580 2.471
32 C 3.806 3.238 1.597
33 C 3.963 2.759 0.308
34 C 3.252 1.645 -0.102
35 C 2.406 0.990 0.774
36 C -0.053 -2.051 2.828
37 O 0.513 -1.947 3.889
38 H 0.243 -5.866 4.973
39 H -2.648 -5.883 -0.659
40 H 0.726 -5.593 -0.518
41 H -0.143 -7.086 -0.979
42 H 1.149 -7.091 0.250
43 H -2.400 -7.118 1.691
44 H -1.528 -8.156 0.531
45 H -0.924 -7.892 2.178
46 H -2.068 2.387 -5.316
47 H -0.778 0.706 3.317
48 H -0.257 1.267 1.757
49 H 1.283 1.347 3.949
50 H 1.842 -0.195 3.357
51 H 2.837 2.961 3.477
52 H 4.342 4.106 1.950
53 H 4.641 3.266 -0.363
54 H 3.354 1.270 -1.110
55 H 1.848 0.113 0.474
56 C 4.436 -7.483 5.279
57 C 3.367 -6.959 4.565
58 C 2.611 -7.784 3.743
59 C 2.926 -9.131 3.632
60 C 3.998 -9.653 4.342
61 C 4.753 -8.829 5.166
62 H 5.023 -6.841 5.924
63 H 3.124 -5.907 4.647
64 H 1.776 -7.374 3.186
65 H 2.335 -9.775 2.993
66 H 4.247 -10.703 4.253
67 H 5.588 -9.237 5.720
68 C 0.790 6.919 -0.215
69 C -0.086 7.462 -1.144
70 C -0.617 6.661 -2.146
71 C -0.270 5.320 -2.224
72 C 0.614 4.779 -1.298
73 C 1.141 5.577 -0.293
74 H 1.200 7.541 0.571
75 H -0.357 8.509 -1.087
76 H -1.304 7.081 -2.871
77 H -0.686 4.703 -3.004
78 H 0.892 3.735 -1.361
79 H 1.826 5.152 0.429
80 C -4.028 8.903 -5.533
81 C -3.544 7.603 -5.526
82 C -4.012 6.692 -4.589
83 C -4.963 7.083 -3.656
84 C -5.443 8.385 -3.660
85 C -4.977 9.295 -4.599
86 H -3.666 9.612 -6.267
87 H -2.799 7.299 -6.251
88 H -3.633 5.678 -4.583
89 H -5.327 6.373 -2.925
90 H -6.181 8.691 -2.929
91 H -5.353 10.310 -4.602

***

Entry 2:
# C41H36BiCl2N12O6SSe

A molecular structure, C41H36BiCl2N12O6SSe (ωB97M-V/def2-TZVPD, the OMol25 dataset).

Summary:
charge = -2
energy above the lowest of the compared OMol25 structures with the same formula, charge and spin = 44.0 kJ/mol
spin multiplicity = 2
gap between HOMO and LUMO (spin up / spin down) = 3.896 / 5.733 eV
E_HOMO (spin up / spin down) = -0.870 / -2.707 eV

Atoms and positions in Å:
1 Bi -0.526 0.632 0.490
2 N -2.376 4.569 -0.668
3 C -2.155 3.198 -0.675
4 S -2.522 2.355 0.827
5 N -1.728 2.663 -1.761
6 N -1.462 1.311 -1.601
7 C -1.857 0.482 -2.576
8 C -2.297 0.968 -3.900
9 C -3.453 0.467 -4.502
10 C -3.857 0.897 -5.757
11 C -3.117 1.851 -6.440
12 C -1.972 2.372 -5.847
13 C -1.572 1.942 -4.594
14 C -1.840 -0.899 -2.258
15 C -1.976 -1.949 -3.211
16 C -1.939 -3.250 -2.803
17 C -1.765 -3.552 -1.437
18 C -1.581 -2.491 -0.582
19 N -1.595 -1.213 -0.951
20 H -2.309 4.963 0.256
21 H -1.794 5.042 -1.344
22 H -4.044 -0.265 -3.965
23 H -4.761 0.493 -6.195
24 H -3.433 2.194 -7.418
25 H -1.389 3.125 -6.362
26 H -0.698 2.372 -4.127
27 H -2.076 -1.704 -4.259
28 H -2.032 -4.045 -3.533
29 H -1.750 -4.567 -1.067
30 H -1.405 -2.663 0.475
31 Cl 1.862 5.294 -0.627
32 C 1.550 4.726 0.994
33 C 1.912 5.557 2.058
34 C 1.659 5.191 3.346
35 Cl 2.133 6.262 4.656
36 C 1.006 3.968 3.628
37 C 0.673 3.521 4.926
38 C 0.015 2.337 5.083
39 C -0.313 1.582 3.942
40 N 0.000 1.967 2.736
41 C 0.651 3.136 2.547
42 C 0.936 3.479 1.163
43 O 0.623 2.710 0.196
44 H 2.396 6.501 1.847
45 H 0.944 4.128 5.779
46 H -0.253 1.971 6.065
47 H -0.836 0.636 4.017
48 C 3.188 0.269 -1.418
49 N 1.859 0.636 -1.927
50 C 1.944 1.991 -2.473
51 N 2.926 2.087 -3.569
52 C 4.224 1.684 -3.024
53 N 4.211 0.330 -2.478
54 C 3.807 -0.583 -3.542
55 N 2.498 -0.251 -4.110
56 C 1.511 -0.277 -3.017
57 C 2.559 1.125 -4.607
58 H 3.151 -0.734 -1.000
59 H 3.460 0.961 -0.621
60 H 2.228 2.673 -1.680
61 H 0.959 2.292 -2.833
62 H 4.501 2.380 -2.230
63 H 4.974 1.737 -3.822
64 H 3.767 -1.596 -3.135
65 H 4.556 -0.551 -4.341
66 H 1.438 -1.288 -2.614
67 H 0.544 0.013 -3.427
68 H 1.578 1.393 -5.008
69 H 3.297 1.177 -5.415
70 O 1.126 -1.932 -0.166
71 N 1.403 -3.030 0.416
72 C 1.468 -3.074 1.768
73 C 1.735 -4.255 2.421
74 C 1.965 -5.416 1.702
75 C 1.908 -5.347 0.318
76 C 1.618 -4.156 -0.306
77 H 1.316 -2.115 2.241
78 H 1.791 -4.236 3.500
79 H 2.191 -6.345 2.204
80 H 2.079 -6.219 -0.298
81 H 1.532 -4.011 -1.372
82 O -3.716 -1.425 1.801
83 C -2.709 -1.285 2.484
84 O -1.635 -0.653 2.223
85 C -2.695 -1.966 3.860
86 C -3.897 -2.413 4.400
87 C -3.925 -3.047 5.631
88 C -2.724 -3.233 6.293
89 C -1.512 -2.807 5.785
90 C -1.508 -2.159 4.559
91 N -2.741 -3.923 7.607
92 O -3.818 -4.293 8.041
93 O -1.678 -4.087 8.178
94 H -4.798 -2.262 3.823
95 H -4.846 -3.400 6.071
96 H -0.600 -2.978 6.339
97 H -0.585 -1.796 4.128
98 Se 4.662 -1.697 2.024
99 C 3.301 -0.473 2.023
100 N 2.437 0.302 2.018

***

Entry 3:
# C41H36N5O11P2Ta

A molecular structure, C41H36N5O11P2Ta in a non-equilibrium geometry (ωB97M-V/def2-TZVPD, the OMol25 dataset).

Summary:
charge = +2
energy above the lowest of the compared OMol25 structures with the same formula, charge and spin = 0.0 kJ/mol
gap between HOMO and LUMO = 7.188 eV
E_HOMO = -14.271 eV

Atoms and positions in Å:
1 Ta 1.178 0.502 -0.395
2 C -1.612 -2.021 -0.678
3 C -2.255 -0.907 0.166
4 P -1.355 0.670 0.533
5 C -2.259 2.011 -0.308
6 C -1.588 3.173 -0.681
7 C -2.288 4.245 -1.217
8 C -3.664 4.166 -1.376
9 C -4.343 3.021 -0.980
10 C -3.647 1.950 -0.441
11 C -1.636 1.082 2.277
12 C -2.664 0.550 3.045
13 C -2.841 0.974 4.357
14 C -1.999 1.931 4.901
15 C -0.981 2.481 4.129
16 C -0.802 2.061 2.822
17 C -0.477 -2.810 -0.007
18 P 1.221 -2.163 -0.274
19 C 1.821 -2.908 -1.814
20 C 1.330 -2.471 -3.046
21 C 1.755 -3.074 -4.219
22 C 2.677 -4.110 -4.171
23 C 3.170 -4.546 -2.951
24 C 2.746 -3.951 -1.772
25 C 2.265 -2.833 1.037
26 C 1.871 -3.916 1.817
27 C 2.719 -4.405 2.801
28 C 3.961 -3.820 3.004
29 C 4.366 -2.751 2.214
30 C 3.521 -2.257 1.232
31 H -1.303 -1.649 -1.655
32 H -2.418 -2.728 -0.882
33 H -2.533 -1.327 1.134
34 H -3.182 -0.614 -0.327
35 H -0.519 3.271 -0.538
36 H -1.757 5.146 -1.497
37 H -4.211 5.003 -1.789
38 H -5.419 2.963 -1.080
39 H -4.209 1.084 -0.117
40 H -3.354 -0.178 2.637
41 H -3.652 0.567 4.946
42 H -2.148 2.266 5.919
43 H -0.342 3.251 4.542
44 H -0.020 2.509 2.217
45 H -0.462 -3.834 -0.385
46 H -0.630 -2.852 1.072
47 H 0.611 -1.666 -3.101
48 H 1.371 -2.732 -5.170
49 H 3.013 -4.576 -5.088
50 H 3.891 -5.352 -2.913
51 H 3.145 -4.299 -0.829
52 H 0.914 -4.398 1.660
53 H 2.415 -5.255 3.397
54 H 4.624 -4.211 3.765
55 H 5.346 -2.315 2.352
56 H 3.849 -1.436 0.604
57 O 4.905 1.824 -1.025
58 C 3.767 1.711 -0.769
59 O 3.052 0.533 -0.781
60 C 2.814 2.877 -0.325
61 O 3.133 3.996 -0.176
62 O 1.552 2.372 -0.118
63 C 3.283 1.157 3.580
64 N 2.179 0.208 3.779
65 C 1.898 -0.303 5.008
66 C 0.887 -1.176 5.184
67 C 0.135 -1.533 4.032
68 N 0.418 -1.026 2.824
69 C 1.416 -0.174 2.719
70 O 1.760 0.351 1.594
71 N -0.877 -2.393 4.122
72 H 3.778 1.307 4.535
73 H 2.895 2.106 3.217
74 H 3.991 0.752 2.861
75 H 2.531 0.033 5.817
76 H 0.664 -1.581 6.160
77 H -1.145 -2.797 5.003
78 H -1.424 -2.611 3.308
79 O 1.399 1.835 -2.852
80 C 0.313 1.312 -2.879
81 O 0.054 0.313 -1.962
82 C -0.826 1.682 -3.729
83 C -0.721 2.804 -4.547
84 C -1.834 3.183 -5.268
85 C -3.037 2.503 -5.212
86 C -3.094 1.397 -4.385
87 C -2.015 0.968 -3.647
88 N -4.368 0.661 -4.243
89 O -5.261 0.946 -5.001
90 O -4.428 -0.157 -3.342
91 N -1.749 4.400 -6.114
92 O -2.728 4.678 -6.768
93 O -0.710 5.019 -6.070
94 H 0.194 3.376 -4.611
95 H -3.891 2.829 -5.789
96 H -2.119 0.106 -3.009

***

Entry 4:
# C41H36NO14Si

7 unconnected molecules or ions with the total composition C41H36NO14Si in a non-equilibrium geometry (ωB97M-V/def2-TZVPD, the OMol25 dataset).

Summary:
charge = -1
gap between HOMO and LUMO = 3.335 eV
E_HOMO = -3.961 eV

Atoms and positions in Å:
1 C -0.496 1.548 5.834
2 Si -1.673 2.502 4.685
3 C -1.116 4.331 4.584
4 C -3.389 2.527 5.579
5 N -1.934 1.708 3.136
6 C -0.681 1.288 2.464
7 C -0.897 -0.198 1.891
8 O -0.055 -0.746 1.138
9 O -1.967 -0.823 2.275
10 H -0.676 0.441 5.725
11 H 0.559 1.816 5.580
12 H -0.703 1.899 6.886
13 H -1.632 4.876 5.433
14 H -0.017 4.374 4.829
15 H -1.376 4.854 3.629
16 H -4.159 2.797 4.807
17 H -3.588 1.487 5.940
18 H -3.337 3.288 6.407
19 H -2.559 2.223 2.519
20 H 0.190 1.311 3.176
21 H -0.397 1.955 1.600
22 C 0.077 1.577 -4.025
23 C 0.139 0.434 -4.705
24 C 0.440 -0.848 -4.027
25 O 0.498 -1.893 -4.654
26 C 0.667 -0.812 -2.567
27 C 0.606 0.330 -1.884
28 C 0.305 1.613 -2.560
29 O 0.246 2.657 -1.942
30 H -0.141 2.524 -4.505
31 H -0.025 0.388 -5.775
32 H 0.885 -1.759 -2.089
33 H 0.770 0.371 -0.810
34 C -1.823 -6.707 -5.535
35 C -3.072 -6.259 -5.646
36 C -3.378 -4.813 -5.570
37 O -4.522 -4.404 -5.671
38 C -2.246 -3.884 -5.368
39 C -0.995 -4.329 -5.256
40 C -0.688 -5.777 -5.332
41 O 0.451 -6.187 -5.233
42 H -1.581 -7.761 -5.588
43 H -3.909 -6.919 -5.794
44 H -2.489 -2.830 -5.316
45 H -0.155 -3.659 -5.106
46 C 4.572 -1.267 7.046
47 C 3.347 -0.754 6.945
48 C 3.120 0.709 6.999
49 O 2.003 1.175 6.909
50 C 4.307 1.578 7.167
51 C 5.532 1.064 7.267
52 C 5.758 -0.397 7.214
53 O 6.878 -0.865 7.304
54 H 4.757 -2.333 7.010
55 H 2.468 -1.375 6.821
56 H 4.124 2.644 7.203
57 H 6.409 1.684 7.391
58 C 10.654 4.463 9.226
59 C 9.381 4.599 8.861
60 C 8.692 3.552 8.073
61 O 7.532 3.676 7.738
62 C 9.472 2.346 7.710
63 C 10.746 2.210 8.076
64 C 11.435 3.258 8.863
65 O 12.595 3.135 9.199
66 H 11.174 5.219 9.801
67 H 8.796 5.473 9.118
68 H 8.952 1.589 7.135
69 H 11.331 1.336 7.818
70 C -6.576 -6.368 -7.586
71 C -7.851 -6.294 -7.966
72 C -8.471 -7.360 -8.786
73 O -9.633 -7.293 -9.135
74 C -7.621 -8.512 -9.166
75 C -6.347 -8.586 -8.787
76 C -5.727 -7.520 -7.967
77 O -4.565 -7.587 -7.618
78 H -6.104 -5.598 -6.986
79 H -8.487 -5.461 -7.697
80 H -8.092 -9.281 -9.765
81 H -5.711 -9.420 -9.056
82 C -3.034 3.759 -5.869
83 C -4.286 4.201 -5.979
84 C -4.599 5.647 -5.912
85 O -5.739 6.050 -6.011
86 C -3.467 6.582 -5.720
87 C -2.215 6.140 -5.610
88 C -1.903 4.695 -5.677
89 O -0.762 4.292 -5.579
90 H -2.787 2.706 -5.915
91 H -5.125 3.531 -6.121
92 H -3.714 7.635 -5.674
93 H -1.376 6.810 -5.468

***

Entry 5:
# C41H36O2P

2 unconnected molecules or ions with the total composition C41H36O2P in a non-equilibrium geometry (ωB97M-V/def2-TZVPD, the OMol25 dataset).

Summary:
charge = +1
energy above the lowest of the compared OMol25 structures with the same formula, charge and spin = 0.0 kJ/mol
gap between HOMO and LUMO = 5.289 eV
E_HOMO = -10.287 eV

Atoms and positions in Å:
1 C 4.331 1.912 4.238
2 C 4.566 1.142 3.116
3 C 3.508 0.583 2.421
4 C 2.219 0.795 2.857
5 P 0.897 -0.056 1.971
6 C 0.982 -1.635 2.845
7 C 0.104 -2.618 2.448
8 C 0.062 -3.819 3.135
9 C 0.898 -4.030 4.213
10 C 1.789 -3.049 4.595
11 C 1.828 -1.851 3.911
12 C -0.499 0.653 2.871
13 C -0.961 1.875 2.435
14 C -1.982 2.508 3.122
15 C -2.536 1.915 4.240
16 C -2.080 0.684 4.663
17 C -1.060 0.055 3.978
18 C 1.983 1.573 3.971
19 C 3.038 2.136 4.661
20 H 5.153 2.354 4.777
21 H 5.575 0.987 2.774
22 H 3.682 -0.023 1.544
23 H -0.557 -2.437 1.613
24 H -0.618 -4.593 2.823
25 H 0.868 -4.964 4.750
26 H 2.466 -3.216 5.417
27 H 2.519 -1.085 4.220
28 H -0.516 2.335 1.565
29 H -2.357 3.456 2.777
30 H -3.335 2.403 4.774
31 H -2.528 0.200 5.515
32 H -0.704 -0.904 4.315
33 H 0.975 1.743 4.310
34 H 2.842 2.761 5.516
35 C -6.672 -3.061 -2.923
36 O -5.462 -3.541 -3.457
37 C -4.365 -2.706 -3.286
38 C -3.135 -3.132 -3.813
39 C -1.999 -2.383 -3.678
40 C -2.031 -1.132 -3.036
41 C -0.832 -0.297 -2.885
42 C 0.365 -0.896 -2.423
43 C 1.564 -0.261 -2.305
44 C 2.760 -0.850 -1.768
45 C 3.907 -0.063 -1.601
46 C 5.060 -0.595 -1.070
47 C 5.104 -1.928 -0.701
48 C 3.985 -2.722 -0.855
49 C 2.827 -2.194 -1.378
50 C -0.911 1.142 -3.178
51 C -1.467 1.584 -4.392
52 C -1.539 2.916 -4.689
53 C -1.101 3.893 -3.783
54 O -1.214 5.223 -4.170
55 C -0.734 6.158 -3.234
56 C -0.580 3.454 -2.555
57 C -0.474 2.120 -2.266
58 C -3.265 -0.700 -2.520
59 C -4.390 -1.470 -2.622
60 H -7.458 -3.783 -3.148
61 H -6.589 -2.958 -1.841
62 H -6.930 -2.108 -3.384
63 H -3.108 -4.076 -4.327
64 H -1.070 -2.726 -4.101
65 H 0.300 -1.925 -2.129
66 H 1.631 0.764 -2.618
67 H 3.879 0.973 -1.890
68 H 5.934 0.024 -0.948
69 H 6.014 -2.350 -0.302
70 H 4.019 -3.762 -0.572
71 H 1.973 -2.834 -1.498
72 H -1.809 0.851 -5.102
73 H -1.938 3.244 -5.631
74 H -0.859 7.160 -3.647
75 H -1.311 6.083 -2.312
76 H 0.326 5.985 -3.045
77 H -0.265 4.174 -1.824
78 H -0.092 1.805 -1.310
79 H -3.301 0.239 -1.995
80 H -5.301 -1.130 -2.167

***

no.,E_tot (a.u.)
1,-2714.1504
2,-6627.1473
3,-3424.6902
4,-2981.4332
5,-2075.5175